P:
Molecular formula: C3H7N3OS
Method: DFT, wB97M-V/def2-TZVPD

```
15
C3H7N3OS | the Open Molecules 2025 dataset | wB97M-V/def2-TZVPD
C -0.59 -1.62 0.08
C -0.33 -0.05 0.37
C 1.10 2.52 -0.73
H 0.52 -1.57 -1.73
H -0.44 -3.02 -1.34
H -1.33 0.62 0.10
H -0.07 0.31 1.45
H 1.96 1.57 0.74
H 0.92 1.98 -2.00
H 1.95 4.09 0.30
N -0.12 -2.13 -1.03
N 1.07 1.65 0.38
N 1.68 3.62 -0.80
O 0.88 0.32 -0.33
S -1.88 -2.10 1.06
```

Atom charges from the Mulliken analysis, given in e for atoms 1 to 8: C 0.262; C -0.307; C 0.159; H 0.265; H 0.220; H 0.263; H 0.345; H 0.250

***

Q:
Molecular formula: C3H7N3OS
Method: DFT, wB97M-V/def2-TZVPD

Results
structure (SMILES): CN/N=C\NSC=O

```
15
C3H7N3OS | the Open Molecules 2025 dataset | wB97M-V/def2-TZVPD
C -1.38 -0.57 -1.40
N -1.59 0.63 -0.60
N -1.50 0.25 0.80
C -0.35 0.43 1.36
N 0.63 1.15 0.75
S 2.19 1.00 1.26
C 2.64 -0.55 0.52
O 1.96 -1.30 -0.16
H -2.08 -1.36 -1.10
H -1.53 -0.29 -2.45
H -0.36 -0.92 -1.29
H -2.58 0.85 -0.70
H -0.19 0.13 2.40
H 0.46 1.33 -0.23
H 3.66 -0.78 0.84
```

Atom charges from the Mulliken analysis, given in e for atoms 1 to 8: C -0.646; N -0.384; N -0.575; C 0.058; N -0.262; S -0.049; C 0.071; O -0.427

***

Relative energies, in kcal/mol, with the most stable structure set to zero: P 84.3; Q 0.0.

***

P:
Molecular formula: CH7O5
Method: DFT, wB97M-V/def2-TZVPD

Results
charge: -1

```
13
CH7O5 | the Open Molecules 2025 dataset | wB97M-V/def2-TZVPD
O -0.12 0.54 -0.76
C 0.13 -0.30 0.19
O 1.12 -0.34 0.97
H -0.73 -0.96 0.47
H 1.00 -3.41 2.00
H 1.06 -2.03 1.74
O 0.41 -2.71 2.16
H 0.63 2.42 -0.55
H 0.29 2.89 0.85
O 0.38 3.28 0.03
H -1.17 0.62 -2.97
H -1.26 0.03 -1.66
O -1.75 -0.03 -2.48
```

Atom charges from the Mulliken analysis, given in e for atoms 1 to 8: O -0.705; C 0.163; O -0.730; H 0.237; H 0.287; H 0.361; O -0.624; H 0.368

***

Q:
Molecular formula: CH7O5
Method: DFT, wB97M-V/def2-TZVPD

Results
charge: -1

```
13
CH7O5 | the Open Molecules 2025 dataset | wB97M-V/def2-TZVPD
O -1.04 1.86 0.78
C -0.80 0.76 0.28
O 0.27 0.10 0.16
H -1.66 0.20 -0.18
H 0.89 -0.98 -2.60
H -0.03 -0.95 -1.41
O 0.08 -1.36 -2.31
H -0.31 -1.76 1.10
H -1.79 -2.12 1.26
O -0.91 -2.35 1.60
H 2.34 1.68 0.32
H 1.04 2.37 0.71
O 1.91 2.55 0.30
```

Atom charges from the Mulliken analysis, given in e for atoms 1 to 8: O -0.637; C 0.204; O -0.802; H 0.224; H 0.289; H 0.435; O -0.692; H 0.370

***

Relative energies, in kcal/mol, with the most stable structure set to zero: P 17.2; Q 0.0.

***

P:
Molecular formula: C2H16NO5
Method: DFT, wB97M-V/def2-TZVPD

Results
charge: +1

```
24
C2H16NO5 | the Open Molecules 2025 dataset | wB97M-V/def2-TZVPD
C 2.51 -1.27 -0.67
O 2.94 -2.36 0.14
C 1.00 -1.26 -0.59
N 0.62 -0.91 0.90
H 2.94 -1.45 -1.66
H 2.86 -0.26 -0.29
H 2.61 -3.20 -0.14
H 0.41 -0.60 -1.30
H 0.58 -2.36 -0.70
H 1.36 -0.86 1.61
H -0.07 -1.73 0.99
H 0.16 0.12 1.01
H -2.13 -3.50 -0.52
H -2.93 -2.64 0.65
O -2.14 -2.75 0.11
H -1.84 5.37 1.07
H -2.83 4.41 1.66
O -1.85 4.49 1.41
H -1.55 1.17 1.06
H -0.27 2.08 0.97
O -0.56 1.25 1.27
H -0.78 1.80 -3.06
H -0.76 2.53 -1.68
O -0.28 1.93 -2.23
```

Atom charges from the Mulliken analysis, given in e for atoms 1 to 8: C -0.499; O -0.494; C -0.310; N -0.280; H 0.331; H 0.264; H 0.303; H 0.278

***

Q:
Molecular formula: C2H16NO5
Method: DFT, wB97M-V/def2-TZVPD

Results
charge: +1

```
24
C2H16NO5 | the Open Molecules 2025 dataset | wB97M-V/def2-TZVPD
C 0.02 2.11 1.11
O -1.24 1.56 1.34
C 1.04 1.12 0.48
N 0.51 -0.29 0.64
H 0.34 2.55 2.05
H -0.03 2.99 0.45
H -1.69 1.24 0.54
H 1.12 1.28 -0.57
H 2.00 1.18 0.97
H -0.40 -0.23 1.09
H 1.11 -0.78 1.33
H 0.56 -0.72 -0.27
H 3.04 -1.57 2.32
H 2.20 -1.06 3.49
O 2.12 -1.46 2.62
H -2.73 -2.81 -1.16
H -1.72 -3.94 -1.12
O -1.84 -3.04 -1.45
H -0.71 1.34 -1.73
H -1.94 0.59 -1.96
O -1.37 0.86 -1.22
H 0.29 -0.84 -3.05
H 1.09 0.35 -3.71
O 0.71 0.00 -2.90
```

Atom charges from the Mulliken analysis, given in e for atoms 1 to 8: C -0.234; O -0.612; C -0.608; N -0.108; H 0.381; H 0.269; H 0.397; H 0.203

***

Relative energies, in kcal/mol, with the most stable structure set to zero: P 28.7; Q 0.0.

***

P:
Molecular formula: H10O4S
Method: DFT, wB97M-V/def2-TZVPD

Results
structure (SMILES): O.O.O.O.S

```
15
H10O4S | the Open Molecules 2025 dataset | wB97M-V/def2-TZVPD
O 0.19 3.61 1.30
H 0.88 3.78 0.66
H 0.16 2.65 1.41
O 2.51 -2.37 -0.17
H 2.04 -1.78 0.43
H 2.99 -2.98 0.39
O -1.62 -1.93 0.00
H -1.30 -2.58 0.63
H -1.33 -2.28 -0.86
O -0.97 0.65 1.33
H -0.95 -0.30 1.16
H -1.47 0.97 0.57
S 0.03 0.40 -2.42
H -1.23 0.65 -2.78
H 0.07 1.51 -1.67
```

Atom charges from the Mulliken analysis, given in e for atoms 1 to 8: O -0.643; H 0.306; H 0.334; O -0.630; H 0.314; H 0.313; O -0.636; H 0.314

***

Q:
Molecular formula: H10O4S
Method: DFT, wB97M-V/def2-TZVPD

Results
structure (SMILES): O.O.O.O.S

```
15
H10O4S | the Open Molecules 2025 dataset | wB97M-V/def2-TZVPD
O -2.84 -2.37 3.28
H -2.12 -2.38 3.91
H -2.49 -2.87 2.53
O -3.53 -0.03 0.26
H -3.71 0.32 1.14
H -2.67 0.37 0.10
O 0.02 2.19 -1.14
H -0.93 2.22 -1.30
H 0.44 2.65 -1.88
O -0.49 0.39 1.20
H 0.43 0.37 1.49
H -0.42 0.72 0.29
S 6.30 0.01 -3.49
H 5.20 -0.70 -3.77
H 6.79 -0.88 -2.62
```

Atom charges from the Mulliken analysis, given in e for atoms 1 to 8: O -0.626; H 0.308; H 0.318; O -0.618; H 0.324; H 0.285; O -0.651; H 0.322

***

Relative energies, in kcal/mol, with the most stable structure set to zero: P 0.0; Q 5.6.